DFT (ωB97M-V with the def2-TZVPD basis set) results for C41H36F4NSbSiV as an isolated structure at a distorted geometry.

XYZ file:
```
85
Properties=species:S:1:pos:R:3:lowdin_charge:R:1
V 0.088 -0.440 -0.238 0.658
C 4.571 -0.212 -1.234 -0.146
Si 3.348 -1.061 -0.045 0.519
C 2.794 -2.776 -0.672 -0.174
C 4.155 -1.167 1.681 -0.157
N 1.806 -0.192 -0.029 -0.232
C 1.835 1.177 -0.174 -0.365
C 2.365 2.064 0.771 0.000
C 2.503 3.407 0.478 -0.056
C 2.126 3.904 -0.763 -0.053
C 1.567 3.060 -1.713 0.007
C 1.419 1.732 -1.395 -0.209
F 0.890 0.850 -2.329 0.024
H 5.476 -0.806 -1.314 0.036
H 4.859 0.773 -0.872 0.032
H 4.166 -0.086 -2.235 0.033
H 3.643 -3.320 -1.068 0.036
H 2.048 -2.694 -1.465 0.006
H 2.376 -3.361 0.145 0.012
H 4.596 -2.149 1.820 0.029
H 3.459 -1.002 2.498 0.025
H 4.960 -0.443 1.776 0.029
H 2.698 1.659 1.715 0.123
H 2.941 4.062 1.217 0.115
H 2.278 4.943 -1.005 0.114
H 1.272 3.418 -2.688 0.130
C -6.482 0.719 -1.229 -0.069
C -5.748 1.723 -0.618 -0.058
C -4.383 1.585 -0.442 -0.003
C -3.728 0.442 -0.897 -0.194
C -4.480 -0.567 -1.504 -0.035
C -5.846 -0.436 -1.654 -0.070
C -2.281 0.254 -0.808 -0.091
C -1.393 0.815 0.016 -0.198
C -1.607 1.792 1.064 -0.259
C -2.061 1.357 2.315 -0.027
C -2.328 2.272 3.315 -0.068
C -2.143 3.628 3.090 -0.076
C -1.659 4.066 1.867 -0.071
C -1.388 3.159 0.859 -0.045
H -7.543 0.838 -1.386 0.108
H -6.237 2.628 -0.290 0.111
H -3.821 2.377 0.024 0.108
H -3.989 -1.462 -1.863 0.093
H -6.415 -1.227 -2.122 0.108
H -1.915 -0.460 -1.562 0.079
H -2.243 0.298 2.473 0.101
H -2.689 1.932 4.274 0.107
H -2.382 4.342 3.865 0.107
H -1.505 5.122 1.702 0.108
H -1.029 3.499 -0.101 0.113
F 1.050 -8.760 0.694 0.086
C 0.647 -7.492 0.549 -0.266
C 0.522 -6.962 -0.724 0.010
C 0.111 -5.650 -0.865 -0.114
C -0.183 -4.885 0.255 -0.361
C -0.055 -5.431 1.522 -0.111
C 0.360 -6.741 1.678 0.008
Sb -0.838 -2.858 -0.009 1.571
C -1.627 -3.121 -1.996 -0.395
C -2.736 -3.908 -2.275 -0.120
C -3.210 -4.024 -3.571 0.014
C -2.542 -3.360 -4.588 -0.262
F -2.998 -3.464 -5.841 0.090
C -1.409 -2.601 -4.343 0.016
C -0.962 -2.479 -3.038 -0.142
C -2.420 -2.818 1.452 -0.356
C -2.006 -2.486 2.738 -0.164
C -2.904 -2.476 3.789 0.002
C -4.234 -2.770 3.527 -0.264
F -5.116 -2.754 4.534 0.087
C -4.672 -3.079 2.252 0.016
C -3.756 -3.103 1.215 -0.096
H 0.736 -7.581 -1.580 0.126
H 0.021 -5.227 -1.858 0.100
H -0.280 -4.837 2.399 0.097
H 0.452 -7.190 2.653 0.125
H -3.234 -4.442 -1.476 0.103
H -4.078 -4.622 -3.798 0.128
H -0.897 -2.124 -5.166 0.129
H -0.070 -1.874 -2.845 0.088
H -0.968 -2.220 2.924 0.100
H -2.596 -2.260 4.800 0.127
H -5.714 -3.306 2.090 0.127
H -4.104 -3.343 0.221 0.087
```

DFT total energy, hartree: -3511.6648
HOMO level (spin up / spin down), hartree: -0.405 / -0.405
Kohn-Sham gap (spin up / spin down), eV: 7.57 / 8.12
Energy above the lowest of the compared OMol25 structures with the same formula, charge and spin, kcal per mole: 31.14
Charge: +1
Multiplicity: 3

***

DFT (ωB97M-V with the def2-TZVPD basis set) results for C41H37BN9Pt as an isolated structure at a distorted geometry.

XYZ file:
```
89
Properties=species:S:1:pos:R:3:lowdin_charge:R:1
Pt -0.111 -0.011 0.082 1.405
C -5.220 -0.984 -1.211 0.003
C -3.954 -0.210 -1.377 -0.235
C -3.658 0.847 -2.218 0.058
C -2.312 1.159 -2.001 -0.207
N -1.844 0.363 -1.036 -0.032
N -2.839 -0.487 -0.686 0.023
B -2.450 -1.574 0.308 -0.483
N -2.132 -0.815 1.670 0.010
N -1.348 0.333 1.751 -0.034
C -1.375 0.764 3.007 -0.207
C -2.214 -0.077 3.753 0.050
C -2.667 -1.048 2.885 -0.273
C -3.601 -2.179 3.169 -0.003
C -0.601 1.931 3.470 -0.159
C -0.012 2.810 2.566 -0.042
C 0.737 3.887 3.012 -0.060
C 0.897 4.102 4.375 -0.069
C 0.301 3.237 5.283 -0.066
C -0.443 2.157 4.834 -0.025
N -1.252 -2.379 -0.407 0.019
N -0.153 -1.752 -0.990 -0.060
C 0.616 -2.671 -1.564 -0.199
C -0.013 -3.914 -1.418 0.052
C -1.168 -3.692 -0.691 -0.272
C -2.198 -4.683 -0.259 0.000
C 1.902 -2.338 -2.215 -0.151
C 2.359 -1.024 -2.308 -0.044
C 3.571 -0.738 -2.914 -0.061
C 4.344 -1.764 -3.439 -0.067
C 3.898 -3.075 -3.351 -0.063
C 2.686 -3.361 -2.741 -0.023
C -1.499 2.125 -2.756 -0.181
C -0.279 1.742 -3.300 -0.044
C 0.431 2.617 -4.109 -0.073
C -0.071 3.883 -4.369 -0.078
C -1.288 4.274 -3.821 -0.065
C -2.004 3.395 -3.023 -0.024
H -5.986 -0.571 -1.864 0.089
H -5.581 -0.936 -0.184 0.089
H -5.078 -2.034 -1.470 0.088
H -4.309 1.301 -2.950 0.128
H -3.343 -2.342 0.508 0.119
H -2.473 0.017 4.796 0.119
H -3.804 -2.216 4.237 0.091
H -3.184 -3.141 2.866 0.077
H -4.549 -2.052 2.644 0.090
H -0.156 2.658 1.506 0.071
H 1.193 4.558 2.294 0.109
H 1.482 4.943 4.729 0.109
H 0.419 3.402 6.347 0.109
H -0.887 1.481 5.555 0.109
H 0.327 -4.868 -1.790 0.119
H -1.867 -5.684 -0.525 0.091
H -3.156 -4.497 -0.744 0.090
H -2.363 -4.651 0.819 0.079
H 1.772 -0.214 -1.900 0.056
H 3.914 0.288 -2.969 0.105
H 5.291 -1.542 -3.916 0.110
H 4.497 -3.880 -3.756 0.110
H 2.353 -4.389 -2.673 0.110
H 0.092 0.736 -3.134 0.098
H 1.373 2.305 -4.541 0.112
H 0.481 4.565 -5.004 0.110
H -1.683 5.260 -4.024 0.110
H -2.955 3.695 -2.599 0.120
C 3.481 3.863 -1.442 -0.072
C 4.289 2.880 -0.880 -0.070
C 3.733 1.816 -0.194 -0.029
C 2.345 1.729 -0.054 -0.272
C 1.535 2.701 -0.626 -0.068
C 2.104 3.763 -1.317 -0.074
N 1.771 0.654 0.691 -0.134
N 2.590 -0.035 1.420 0.078
C 2.058 -1.151 1.942 -0.324
C 2.841 -1.952 2.792 0.008
C 2.302 -3.092 3.319 -0.048
C 0.981 -3.438 3.006 -0.042
C 0.269 -2.616 2.168 -0.110
N 0.781 -1.492 1.640 0.065
H 3.922 4.700 -1.968 0.108
H 5.366 2.943 -0.977 0.110
H 4.352 1.048 0.246 0.108
H 0.457 2.643 -0.540 0.078
H 1.460 4.516 -1.753 0.108
H 3.852 -1.633 3.003 0.121
H 2.889 -3.719 3.977 0.117
H 0.514 -4.324 3.412 0.111
H -0.753 -2.848 1.919 0.093
```

DFT total energy, hartree: -2221.3663
HOMO level (spin up / spin down), hartree: -0.344 / -0.404
Kohn-Sham gap (spin up / spin down), eV: 5.60 / 6.26
Energy above the lowest of the compared OMol25 structures with the same formula, charge and spin, kcal per mole: 77.67
Charge: +1
Multiplicity: 3

***

DFT (ωB97M-V with the def2-TZVPD basis set) results for C41H37BiF5N7O6S4 as an isolated structure at a distorted geometry.

XYZ file:
```
101
Properties=species:S:1:pos:R:3:lowdin_charge:R:1
Bi 0.030 1.178 0.169 1.560
O -2.188 4.638 1.802 0.037
C -1.914 3.467 1.027 -0.576
O -0.617 3.148 1.017 -0.363
C -2.770 2.362 1.560 -0.152
C -3.763 2.593 2.534 0.008
C -4.523 1.566 3.003 -0.005
C -4.159 0.293 2.503 0.022
C -3.111 0.075 1.667 -0.145
N -2.404 1.107 1.220 0.091
C -2.600 -1.326 1.294 -0.532
O -3.475 -2.157 2.030 0.027
O -1.308 -1.671 1.669 -0.015
H -1.598 5.327 1.530 0.097
H -4.002 3.570 2.874 0.113
H -5.322 1.844 3.680 0.118
H -4.706 -0.578 2.907 0.130
H -2.963 -2.761 2.615 0.077
N 3.956 2.998 -2.198 0.044
C 3.026 2.143 -1.650 -0.857
S 2.116 2.805 -0.318 0.546
N 2.956 0.954 -2.194 0.005
N 2.225 0.036 -1.584 0.011
C 1.256 -0.493 -2.251 -0.243
C 0.812 -0.062 -3.644 -0.363
C 0.536 1.415 -3.559 -0.068
C 1.006 2.271 -4.533 -0.091
C 1.737 1.769 -5.639 -0.076
C 2.139 0.407 -5.643 -0.106
C 1.850 -0.447 -4.649 -0.021
C 0.642 -1.733 -1.535 -0.325
C 1.511 -3.007 -1.990 0.014
C 1.750 -4.011 -1.145 -0.032
C 1.006 -4.158 0.100 -0.185
C 1.248 -2.873 1.947 -0.070
N 0.871 -1.598 -0.091 0.032
H 3.581 3.917 -2.368 0.067
H 4.400 2.616 -3.031 0.092
H -0.049 1.879 -2.731 0.075
H 0.699 3.346 -4.575 0.121
H 2.142 2.488 -6.396 0.109
H 2.842 0.100 -6.413 0.104
H 2.327 -1.440 -4.625 0.123
H 1.924 -3.151 -2.948 0.091
H 2.478 -4.777 -1.461 0.123
H 0.209 -4.866 -0.026 0.112
H 1.843 -2.001 2.304 0.127
C 0.886 0.363 4.509 -0.043
N 1.761 1.380 3.905 -0.075
C 1.633 2.791 4.410 -0.103
C 2.427 3.646 3.433 -0.164
C 3.798 3.096 3.178 -0.181
N 3.752 1.720 2.771 -0.100
C 4.814 1.288 1.950 -0.073
C 2.770 0.878 3.144 -0.515
O 2.646 -0.274 2.694 -0.018
H 0.126 0.812 5.118 0.069
H 1.419 -0.333 5.277 0.127
H 0.361 -0.178 3.797 0.040
H 2.091 2.846 5.423 0.130
H 0.537 2.920 4.338 0.126
H 2.556 4.689 3.746 0.125
H 2.027 3.666 2.465 0.055
H 4.493 3.208 4.026 0.129
H 4.248 3.627 2.307 0.126
H 5.169 2.055 1.212 0.102
H 4.492 0.528 1.259 0.073
H 5.676 0.827 2.493 0.104
O -2.665 -1.439 -0.082 -0.060
C -1.801 -2.530 -0.521 -0.224
C -0.851 -2.071 -1.804 -0.400
C -0.858 -2.949 -3.099 -0.073
C -0.719 -2.159 -4.176 -0.095
C -0.637 -0.694 -3.889 -0.452
S -1.612 -0.539 -2.424 1.035
C -1.000 -2.811 0.853 -0.426
C 0.505 -2.755 0.620 -0.399
C 1.617 -4.383 1.523 -0.083
C 0.593 -4.020 2.542 -0.433
S -1.137 -4.237 2.018 1.072
C -2.809 -3.578 -1.023 -0.439
C -2.986 -4.887 -0.752 -0.122
C -4.188 -5.443 -1.348 -0.149
C -4.764 -4.516 -2.161 -0.418
S -4.063 -2.962 -2.077 1.079
H -0.905 -4.022 -3.165 0.125
H -0.509 -2.538 -5.212 0.138
H -1.130 -0.123 -4.645 0.113
H 1.833 -1.329 0.063 0.114
H 2.497 -5.033 1.663 0.141
H 0.780 -4.361 3.538 0.112
H -2.273 -5.411 -0.121 0.074
H -4.360 -6.480 -1.367 0.084
H -5.574 -4.721 -2.855 0.070
F -1.899 3.002 -1.255 0.048
C -2.324 4.003 -0.423 -0.388
F -1.575 5.052 -0.672 0.177
C -3.796 4.250 -0.745 -0.460
F -4.317 5.259 -0.005 0.164
F -4.516 3.148 -0.583 0.187
F -3.885 4.522 -2.128 0.103
```

DFT total energy, hartree: -4725.7993
HOMO level (spin up / spin down), hartree: -0.252 / -0.236
Kohn-Sham gap (spin up / spin down), eV: 6.63 / 6.01
Energy above the lowest of the compared OMol25 structures with the same formula, charge and spin, kcal per mole: 169.11
Multiplicity: 1

***

DFT (ωB97M-V with the def2-TZVPD basis set) results for a 3-piece molecular cluster, C41H37Br2NO8P overall at a distorted geometry.

XYZ file:
```
90
Properties=species:S:1:pos:R:3:lowdin_charge:R:1
C 1.219 2.502 2.568 -0.041
C 0.826 2.348 1.107 -0.229
O 1.032 3.587 0.394 -0.014
C 0.172 3.669 -0.649 -0.512
O -0.868 4.197 -0.555 0.170
C 0.570 3.027 -1.978 -0.072
C -0.617 2.308 -2.627 -0.187
C -0.896 0.977 -1.869 -0.285
P -2.681 0.692 -1.587 1.016
C -2.808 -0.954 -0.762 -0.215
C -1.436 -1.562 -0.471 -0.303
N -0.898 -2.451 -1.164 0.128
C -3.189 2.023 -0.428 -0.159
C -4.497 1.771 0.291 -0.587
O -4.658 0.932 1.096 0.143
O -5.492 2.633 -0.025 0.055
C -3.653 0.733 -3.115 -0.774
Br -5.240 1.820 -3.029 0.894
C -3.373 0.107 -4.225 -0.757
C -4.148 0.173 -5.487 -0.138
Br -1.829 -1.034 -4.323 0.887
H 0.368 2.880 3.128 0.083
H 2.103 3.121 2.680 0.085
H 1.423 1.509 2.971 0.085
H -0.237 2.096 1.056 0.100
H 1.428 1.556 0.651 0.126
H 1.373 2.309 -1.804 0.112
H 0.938 3.777 -2.676 0.141
H -1.510 2.929 -2.607 0.102
H -0.337 2.042 -3.643 0.118
H -0.488 1.090 -0.860 0.072
H -0.400 0.118 -2.301 0.052
H -3.419 -1.641 -1.345 0.104
H -3.303 -0.862 0.208 0.060
H -0.909 -1.224 0.420 0.117
H -1.532 -2.656 -1.943 0.020
H -2.405 2.078 0.326 0.107
H -3.166 2.960 -0.984 0.099
H -5.877 2.902 0.825 0.144
H -5.182 0.462 -5.329 0.048
H -3.690 0.883 -6.177 0.108
H -4.131 -0.788 -5.995 0.080
C -4.869 -3.410 1.120 -0.062
C -4.966 -2.125 1.648 -0.091
C -4.647 -1.892 2.975 0.003
C -4.240 -2.945 3.784 -0.075
C -4.165 -4.237 3.262 -0.075
C -4.470 -4.464 1.925 0.004
C -3.776 -5.387 4.127 -0.276
O -3.708 -6.507 3.668 0.115
C -3.484 -5.127 5.562 -0.083
C -3.174 -6.192 6.398 0.003
C -2.887 -5.963 7.733 -0.048
C -2.899 -4.666 8.238 -0.049
C -3.212 -3.600 7.411 0.001
C -3.514 -3.826 6.073 -0.085
C -3.881 -2.677 5.206 -0.277
O -3.895 -1.543 5.640 0.107
H -5.111 -3.590 0.079 0.106
H -5.290 -1.305 1.023 0.082
H -4.718 -0.893 3.383 0.119
H -4.400 -5.464 1.518 0.124
H -3.162 -7.200 6.006 0.123
H -2.651 -6.794 8.383 0.111
H -2.667 -4.489 9.280 0.111
H -3.225 -2.593 7.805 0.122
C 4.734 3.792 -0.204 -0.056
C 5.993 4.308 0.091 -0.047
C 7.104 3.861 -0.606 0.008
C 6.962 2.891 -1.592 -0.077
C 5.702 2.360 -1.870 -0.083
C 4.592 2.823 -1.180 -0.010
C 5.531 1.289 -2.887 -0.276
O 4.427 0.834 -3.128 0.086
C 6.737 0.784 -3.594 -0.086
C 6.608 -0.255 -4.508 -0.003
C 7.722 -0.725 -5.182 -0.053
C 8.970 -0.153 -4.953 -0.048
C 9.105 0.879 -4.040 0.004
C 7.993 1.345 -3.351 -0.081
C 8.161 2.432 -2.347 -0.275
O 9.247 2.930 -2.144 0.117
H 3.861 4.145 0.332 0.098
H 6.105 5.058 0.863 0.111
H 8.083 4.263 -0.383 0.124
H 3.613 2.421 -1.404 0.093
H 5.638 -0.698 -4.689 0.118
H 7.621 -1.538 -5.889 0.109
H 9.838 -0.518 -5.486 0.111
H 10.076 1.320 -3.859 0.124
```

DFT total energy, hartree: -7730.4151
HOMO level, hartree: -0.417
Kohn-Sham gap, eV: 7.99
Charge: +1
Multiplicity: 1

***

DFT (ωB97M-V with the def2-TZVPD basis set) results for C41H37BrN6O2SbW as an isolated structure at a distorted geometry.

XYZ file:
```
89
Properties=species:S:1:pos:R:3:lowdin_charge:R:1
W 0.298 -0.254 0.212 1.705
C -0.969 -1.043 -2.842 -0.010
O -1.205 -0.510 -1.518 -0.283
C -2.446 0.097 -1.326 -0.323
C -3.594 -0.208 -2.032 -0.013
C -4.757 0.476 -1.704 -0.022
C -4.753 1.438 -0.699 -0.029
C -3.585 1.742 -0.019 0.016
C -2.421 1.062 -0.347 -0.221
N -1.126 1.319 0.232 -0.105
N -1.150 2.382 0.961 0.133
C -0.108 2.920 1.598 -0.150
C 1.148 2.292 1.636 -0.267
O 1.289 1.106 1.071 -0.255
C 2.247 2.875 2.296 0.028
C 2.061 4.074 2.923 0.051
C 0.807 4.753 2.942 -0.154
C 0.671 5.983 3.616 0.003
C -0.539 6.627 3.637 -0.030
C -1.641 6.058 2.980 -0.025
C -1.530 4.861 2.310 -0.009
C -0.304 4.186 2.284 -0.092
H -1.521 -0.437 -3.561 0.119
H -1.294 -2.082 -2.890 0.117
H 0.091 -0.951 -3.043 0.078
H -3.606 -0.971 -2.796 0.130
H -5.671 0.247 -2.233 0.128
H -5.664 1.962 -0.451 0.124
H -3.573 2.502 0.748 0.111
H 3.199 2.362 2.300 0.118
H 2.895 4.536 3.437 0.138
H 1.531 6.409 4.114 0.129
H -0.647 7.570 4.152 0.124
H -2.592 6.572 2.998 0.123
H -2.387 4.442 1.802 0.104
C -0.284 2.576 -2.225 0.015
C 1.047 1.902 -2.366 -0.250
C 1.908 2.435 -3.337 0.019
C 3.158 1.916 -3.561 0.003
C 3.538 0.820 -2.791 -0.098
C 2.664 0.343 -1.838 -0.473
N 1.417 0.841 -1.613 -0.016
Sb 3.345 -1.368 -0.816 1.717
C 0.937 -2.029 -0.817 -0.498
C 1.149 -3.017 -1.791 -0.143
C 0.821 -4.329 -1.450 0.017
C 0.351 -4.620 -0.181 0.048
C 0.126 -3.610 0.758 -0.300
C -0.298 -3.925 2.148 -0.028
N 0.380 -2.355 0.349 -0.081
C 3.509 -0.802 1.221 -0.505
C 4.715 -0.346 1.708 -0.095
C 4.839 -0.208 3.090 -0.019
C 3.788 -0.607 3.888 0.010
C 2.614 -1.106 3.314 -0.298
C 1.546 -1.666 4.200 -0.014
N 2.459 -1.150 1.983 0.033
H -0.374 3.345 -2.986 0.101
H -0.382 3.065 -1.259 0.085
H -1.115 1.885 -2.354 0.078
H 1.557 3.278 -3.915 0.132
H 3.812 2.332 -4.315 0.136
H 4.499 0.346 -2.947 0.104
H 1.569 -2.783 -2.761 0.114
H 0.964 -5.127 -2.167 0.141
H 0.138 -5.644 0.097 0.145
H -1.017 -4.742 2.149 0.105
H 0.578 -4.256 2.711 0.112
H -0.725 -3.066 2.654 0.045
H 5.546 -0.116 1.052 0.112
H 5.754 0.166 3.528 0.131
H 3.870 -0.569 4.965 0.134
H 1.899 -2.607 4.628 0.109
H 0.631 -1.867 3.650 0.037
H 1.333 -1.000 5.036 0.096
C -1.084 1.406 5.223 -0.007
C -1.555 0.490 4.136 -0.213
C -2.836 -0.065 4.111 0.044
C -3.200 -0.901 3.073 -0.060
C -2.301 -1.142 2.042 -0.680
Br -2.860 -2.362 0.722 0.996
N -1.074 -0.614 2.027 -0.065
C -0.724 0.158 3.084 -0.116
H -1.344 1.017 6.206 0.101
H -1.553 2.386 5.121 0.099
H -0.005 1.546 5.182 0.084
H -3.540 0.139 4.908 0.144
H -4.170 -1.374 3.048 0.119
H 0.294 0.524 3.079 0.101
```

DFT total energy, hartree: -4944.0169
HOMO level, hartree: -0.562
Kohn-Sham gap, eV: 5.40
Energy above the lowest of the compared OMol25 structures with the same formula, charge and spin, kcal per mole: 4.73
Charge: +3
Multiplicity: 1

***

Q: Which value of multiplicity does entry 1 give?
A: 3

***

Q: What is the formula in the second record?
A: C41H37BN9Pt

***

Q: The highest DFT total energy belongs to which entry?
A: C41H37BN9Pt

***

Q: What is the formula in the second record?
A: C41H37BN9Pt